(1)
C19H24F3N4O2RhS2 | the ωB97M-V functional and the def2-TZVPD basis

```
55
Properties=species:S:1:pos:R:3:mulliken_spin:R:1
Rh 10.851 16.594 4.992 2.401
C 15.201 17.096 6.731 -0.022
C 13.776 16.681 6.545 0.102
S 13.160 16.206 5.030 0.608
C 12.934 16.663 7.629 0.158
C 13.394 16.877 9.061 -0.015
S 11.297 16.384 7.344 0.562
H 15.577 17.711 5.895 0.000
H 15.848 16.188 6.858 0.014
H 15.311 17.637 7.670 0.002
H 14.206 16.167 9.321 0.008
H 12.577 16.753 9.774 0.002
H 13.883 17.860 9.181 0.011
N 8.988 16.947 4.471 -0.082
C 8.457 18.218 5.002 -0.021
C 7.257 18.738 4.225 0.043
C 6.559 20.010 4.723 0.011
C 5.930 19.735 6.073 0.000
N 7.100 19.922 6.974 0.003
C 7.025 20.090 8.284 0.001
N 8.134 20.184 9.061 0.001
N 5.819 20.143 8.892 0.000
C 9.669 19.170 5.151 -0.001
O 9.528 20.306 5.588 0.012
O 10.809 18.624 4.971 0.029
H 9.063 16.919 3.453 0.007
H 8.362 16.173 4.709 0.026
H 8.108 17.982 6.020 -0.015
H 6.504 17.917 4.228 0.014
H 7.521 18.951 3.188 0.006
H 5.793 20.365 4.042 0.000
H 7.256 20.860 4.856 -0.001
H 5.538 18.727 6.222 0.001
H 5.135 20.480 6.342 0.000
H 7.966 20.149 6.517 -0.001
H 9.050 20.294 8.611 0.000
H 8.061 20.539 10.002 0.000
H 4.948 20.057 8.367 0.000
H 5.808 20.296 9.886 0.000
F 10.757 7.227 5.895 0.000
C 9.600 7.961 5.758 0.000
F 8.808 7.519 6.803 0.000
F 9.036 7.570 4.575 0.001
C 9.816 9.418 5.690 0.015
C 8.942 10.312 6.308 -0.010
C 9.082 11.674 6.102 0.034
C 10.099 12.156 5.262 -0.039
C 10.851 11.243 4.500 0.028
C 10.744 9.889 4.768 -0.009
C 10.357 13.546 5.093 0.547
C 10.581 14.720 4.854 -0.434
H 8.174 9.943 7.028 0.000
H 8.488 12.408 6.685 0.003
H 11.619 11.644 3.830 0.001
H 11.364 9.193 4.210 0.000
```

Summary:
max |F|: 5.3 eV/Å
energy relative to the best compared isomer or geometry (same formula, charge and spin): 0.0000 eV
LUMO energy (spin up / spin down): -0.68 / -0.69 eV
multiplicity: 5
E_tot: -2314.2764 a.u.


(2)
C21H47BFN2O14 | the ωB97M-V functional and the def2-TZVPD basis

```
86
Properties=species:S:1:pos:R:3:lowdin_charge:R:1
C -4.008 -0.146 3.026 -0.084
C -5.070 -1.229 3.190 -0.198
C -4.622 -2.656 2.786 -0.174
N -3.326 -2.754 2.136 0.043
N -3.149 -2.541 0.734 -0.024
C -1.900 -1.688 0.527 -0.136
C -0.854 -1.790 1.623 -0.042
B -4.362 -1.889 -0.011 -0.669
O -5.503 -2.624 -0.108 0.233
O -4.210 -0.689 -0.596 0.091
C -3.634 -0.622 -1.940 -0.159
C -2.603 0.501 -2.029 -0.038
C -2.986 -3.906 0.012 -0.295
C -1.631 -4.547 0.127 0.021
F -3.920 -4.720 0.556 0.081
H -4.412 0.792 3.400 0.087
H -3.115 -0.360 3.603 0.073
H -3.771 0.026 1.979 0.056
H -5.397 -1.242 4.223 0.111
H -5.929 -0.940 2.583 0.104
H -4.469 -3.205 3.714 0.131
H -5.453 -3.183 2.318 0.111
H -2.862 -3.594 2.435 0.130
H -2.234 -0.658 0.506 0.091
H -1.498 -1.897 -0.458 0.126
H 0.084 -1.456 1.180 0.096
H -1.079 -1.121 2.440 0.071
H -0.679 -2.802 1.965 0.066
H -6.185 -2.396 0.527 0.127
H -4.460 -0.419 -2.610 0.131
H -3.193 -1.581 -2.205 0.114
H -2.550 1.000 -1.064 0.072
H -2.906 1.259 -2.742 0.087
H -1.607 0.141 -2.259 0.083
H -3.238 -3.740 -1.038 0.165
H -1.722 -5.516 -0.358 0.111
H -0.858 -4.000 -0.400 0.099
H -1.348 -4.733 1.158 0.093
C 3.029 -4.416 6.197 -0.024
O 1.845 -3.857 6.780 0.019
C 0.758 -3.960 6.035 -0.628
O 0.685 -4.454 4.938 0.108
O -0.261 -3.406 6.696 0.015
C -1.498 -3.508 6.005 -0.055
H 3.821 -4.254 6.920 0.097
H 2.900 -5.481 6.020 0.100
H 3.270 -3.910 5.265 0.098
H -1.782 -4.551 5.870 0.100
H -1.436 -3.007 5.038 0.078
H -2.245 -3.010 6.616 0.096
C 1.918 4.736 -1.878 -0.010
O 0.870 3.798 -1.568 0.005
C 0.808 3.456 -0.292 -0.638
O 1.528 3.833 0.590 0.137
O -0.201 2.584 -0.140 -0.015
C -0.366 2.138 1.205 -0.041
H 1.858 4.923 -2.946 0.086
H 1.767 5.665 -1.333 0.103
H 2.891 4.317 -1.633 0.092
H -0.587 2.972 1.867 0.105
H 0.526 1.619 1.555 0.098
H -1.212 1.452 1.193 0.069
C 3.532 1.190 -1.047 -0.044
O 4.684 0.419 -1.382 0.006
C 5.817 1.126 -1.398 -0.627
O 5.907 2.302 -1.172 0.131
O 6.813 0.306 -1.708 0.008
C 8.098 0.936 -1.764 -0.031
H 2.690 0.504 -1.088 0.091
H 3.619 1.607 -0.045 0.101
H 3.380 1.991 -1.769 0.089
H 8.358 1.361 -0.797 0.099
H 8.110 1.713 -2.525 0.098
H 8.803 0.153 -2.025 0.094
C 4.948 5.380 -7.164 -0.032
O 3.618 5.356 -7.690 0.012
C 2.664 5.294 -6.771 -0.629
O 2.831 5.253 -5.580 0.112
O 1.486 5.285 -7.391 0.010
C 0.359 5.234 -6.517 -0.040
H 5.608 5.431 -8.024 0.095
H 5.094 6.255 -6.534 0.098
H 5.151 4.476 -6.595 0.097
H 0.338 6.107 -5.866 0.097
H 0.379 4.326 -5.917 0.093
H -0.517 5.234 -7.158 0.094
```

Summary:
max |F|: 1.3 eV/Å
LUMO energy: -2.62 eV
net charge: +1
E_tot: -2115.7748 a.u.


(3)
C11H25O5S | the ωB97M-V functional and the def2-TZVPD basis

```
42
Properties=species:S:1:pos:R:3:lowdin_charge:R:1
C 0.052 -3.517 1.161 -0.109
C 0.183 -2.469 2.417 -0.265
O -1.107 -1.958 2.929 -0.244
C -0.902 -0.564 3.432 -0.211
C -1.245 0.581 2.277 -0.172
C -1.989 -0.082 0.933 -0.183
C -2.126 1.141 -0.199 -0.215
C -1.566 0.723 -1.681 -0.261
C 0.040 0.986 -1.916 -0.350
C 0.937 0.033 -0.876 -0.222
C 2.577 0.318 -1.036 -0.246
O 3.147 1.051 0.109 -0.169
S 0.493 2.800 -1.520 0.679
C 1.843 3.421 -2.661 -0.224
O -0.797 3.651 -1.842 -0.496
O 0.813 2.995 -0.018 -0.463
H 1.062 -3.440 0.533 0.087
H -0.801 -3.183 0.412 0.068
H -0.075 -4.642 1.481 0.071
H 0.856 -2.972 3.239 0.119
H 0.784 -1.523 2.035 0.112
H -1.610 -0.364 4.372 0.119
H 0.209 -0.454 3.846 0.119
H -1.970 1.349 2.792 0.107
H -0.248 1.169 1.984 0.111
H -1.343 -0.984 0.491 0.087
H -3.060 -0.461 1.262 0.109
H -3.303 1.296 -0.321 0.099
H -1.715 2.151 0.226 0.096
H -2.219 1.220 -2.547 0.099
H -1.746 -0.447 -1.808 0.083
H 0.722 -1.085 -1.218 0.080
H 0.698 0.234 0.252 0.073
H 3.108 -0.740 -1.075 0.104
H 2.795 0.873 -2.043 0.101
H 3.164 0.497 0.945 0.093
H 1.951 2.615 -3.527 0.067
H 1.473 4.428 -3.145 0.067
H 2.875 3.601 -2.137 0.072
O -0.466 -2.664 -2.178 -0.081
H -0.071 -2.880 -3.037 0.049
H -1.420 -2.708 -2.342 0.042
```

Summary:
max |F|: 6.0 eV/Å
LUMO energy: 2.80 eV
net charge: -1
E_tot: -1208.2345 a.u.


(4)
C3H14N2O2S | the ωB97M-V functional and the def2-TZVPD basis

```
22
Properties=species:S:1:pos:R:3:lowdin_charge:R:1
N 1.940 -0.789 -0.198 -0.008
C 2.158 0.659 0.152 -0.307
N 0.904 1.285 0.299 -0.141
C 0.074 1.586 -0.832 -0.286
C -0.949 0.433 -1.238 -0.529
S -1.273 0.449 -3.071 0.665
H 1.197 -1.285 0.184 -0.003
H 1.725 -0.940 -1.185 0.056
H 2.766 1.150 -0.736 0.140
H 2.878 0.665 1.055 0.122
H 0.411 0.828 1.157 0.146
H 0.770 1.782 -1.703 0.094
H -0.537 2.629 -0.605 0.157
H -1.959 0.487 -0.786 0.067
H -0.735 -0.478 -0.834 -0.015
H -0.093 0.851 -3.560 -0.171
O -1.803 -0.114 2.318 -0.008
H -1.981 -0.952 2.022 -0.073
H -2.105 -0.136 3.186 0.007
O -1.525 -2.559 1.484 -0.060
H -0.982 -3.033 2.152 0.083
H -0.881 -2.518 0.738 0.063
```

Summary:
max |F|: 4.0 eV/Å
energy relative to the best compared isomer or geometry (same formula, charge and spin): 1.8628 eV
LUMO energy: 0.24 eV
E_tot: -780.7950 a.u.